DFT (ωB97M-V/def2-TZVPD) results for a cluster of 2 separate species, C6H11N2 in total at a distorted geometry.

XYZ file:
```
19
Properties=species:S:1:pos:R:3:forces:R:3:nbo_charge:R:1
N -1.422519 1.977499 -1.978148 -0.5 1.0 -1.3 -0.38
H 0.501602 -2.092564 -0.135575 -0.6 0.6 -0.8 0.21
H -1.656130 1.975467 -4.095786 0.5 -0.4 1.5 0.20
N -2.140710 1.564647 0.239243 -0.3 -0.5 1.6 -0.75
H -0.980721 3.449910 -3.483391 0.8 0.7 1.2 0.21
H 1.530970 0.149866 1.677298 -0.3 0.3 0.5 0.23
H 0.682657 1.693133 -0.137566 1.0 0.7 0.2 0.22
H -3.070678 1.844731 0.218045 -2.0 0.7 0.6 0.41
C -1.460456 1.553859 -0.823052 4.1 -0.7 -2.1 0.45
C 0.846433 -1.584067 0.745950 -0.1 1.4 -2.8 0.09
H 2.157426 -2.926137 1.499120 1.9 -1.2 -0.4 0.27
C 1.230079 -2.515905 1.705686 -1.8 1.0 5.1 -0.68
C 1.019126 -0.235944 0.813012 -0.2 -0.5 0.3 -0.37
H 0.539159 0.283532 -1.207673 0.2 -0.4 -0.7 0.21
C -1.247983 2.460704 -3.160274 -1.7 -1.4 -0.8 -0.06
H -1.707681 1.149544 1.046768 -0.6 0.0 0.3 0.42
H 0.442288 -3.278317 1.834325 0.6 0.0 -0.1 0.26
H 1.279353 -1.879332 2.675804 0.3 -1.7 -1.0 0.22
C 0.686762 0.636471 -0.217861 -1.3 0.4 -1.1 -0.18
```
Forces are in eV/Å.

Computed properties:
LUMO energy (spin up / spin down): -5.6 / -5.2 eV
Energy: -344.30755 a.u.
Total charge: +1
Energy above the lowest of the compared OMol25 structures with the same formula, charge and spin: 545.04 kJ/mol